{"formula": "C7H30O9", "method": "the ωB97M-V functional and the def2-TZVPD basis", "species": ["C", "C", "C", "C", "C", "C", "C", "H", "H", "H", "H", "H", "H", "H", "H", "H", "H", "H", "H", "H", "H", "O", "H", "H", "O", "H", "H", "O", "H", "H", "O", "H", "H", "O", "H", "H", "O", "H", "H", "O", "H", "H", "O", "H", "H", "O"], "coordinates": [[-2.167, 1.547, -1.364], [-1.073, 2.360, -0.685], [-0.288, 1.948, 0.591], [0.314, 2.882, 1.408], [1.308, -1.157, 2.196], [1.085, 0.164, 1.566], [-0.105, 0.554, 1.021], [-2.275, 0.426, -0.925], [-1.928, 1.600, -2.475], [-3.033, 1.862, -0.854], [-0.288, 2.530, -1.351], [-1.491, 3.354, -0.452], [0.227, 3.872, 1.246], [0.933, 2.781, 2.235], [2.344, -1.095, 2.617], [0.834, -1.024, 3.149], [0.921, -2.067, 1.837], [1.935, 0.836, 1.739], [-0.826, -0.193, 0.462], [0.890, -0.063, -2.618], [2.101, -0.949, -2.595], [1.609, -0.331, -3.215], [-0.995, -4.223, -1.907], [-1.274, -2.851, -1.489], [-0.621, -3.348, -1.765], [-4.382, 0.574, 2.427], [-3.067, 0.832, 1.968], [-3.589, 0.146, 2.349], [-0.710, 3.391, -3.152], [0.607, 2.887, -3.810], [0.258, 3.555, -3.201], [-1.964, -1.560, 3.985], [-1.278, -0.188, 4.015], [-1.171, -1.078, 3.508], [2.441, 2.099, -2.126], [2.640, 1.250, -3.373], [2.758, 2.074, -2.975], [1.391, -3.125, -1.850], [2.921, -2.967, -1.508], [2.131, -2.607, -1.823], [-3.894, -2.251, 1.417], [-3.016, -1.729, 2.640], [-3.466, -2.495, 2.235], [4.075, -2.619, 0.985], [4.731, -2.499, -0.339], [4.447, -3.100, 0.257]], "e_above_lowest_kcal_mol": 121.9, "total_charge": 0, "e_homo_ev": -8.19, "total_energy_ev": -26168.40830, "smiles": "C=C(/C=C/C)CC.O.O.O.O.O.O.O.O.O"}

---

{"formula": "C7H33F3Hf2NO22S3", "method": "the ωB97M-V functional and the def2-TZVPD basis", "species": ["Hf", "Hf", "S", "O", "O", "O", "O", "S", "O", "O", "O", "O", "C", "F", "F", "F", "S", "O", "O", "O", "C", "O", "C", "C", "N", "C", "C", "O", "C", "H", "H", "H", "H", "H", "H", "H", "H", "H", "H", "H", "H", "H", "H", "H", "O", "H", "H", "O", "H", "H", "O", "H", "H", "O", "H", "H", "O", "H", "H", "O", "H", "H", "O", "H", "H", "O", "H", "H", "O", "H", "H"], "coordinates": [[0.948, 2.031, -3.527], [-0.752, 1.562, 1.908], [-1.304, 2.585, -1.542], [-1.050, 1.465, -2.423], [-0.113, 3.327, -1.884], [-2.445, 3.359, -1.919], [-1.276, 2.141, -0.156], [1.476, 0.868, -0.055], [1.314, 1.092, -1.495], [2.805, 0.419, 0.313], [1.148, 2.067, 0.731], [0.415, 0.059, 0.580], [0.867, -1.537, 5.525], [0.129, -0.874, 6.407], [2.013, -0.836, 5.456], [1.192, -2.725, 5.925], [0.009, -1.569, 3.754], [-0.069, -0.170, 3.248], [0.695, -2.449, 2.794], [-1.307, -2.103, 4.099], [-2.258, -5.390, 0.382], [-1.794, -4.482, -0.571], [-0.940, -3.535, -0.026], [-0.479, -2.504, -1.068], [-1.414, -1.417, -1.399], [-2.695, -1.820, -1.996], [-3.280, -0.591, -2.731], [-4.685, -0.806, -2.897], [-5.318, -0.005, -3.840], [-1.348, -5.842, 0.775], [-2.802, -6.152, -0.176], [-2.959, -4.949, 1.091], [-0.014, -3.977, 0.344], [-1.352, -3.011, 0.837], [-0.212, -3.021, -1.990], [0.475, -2.107, -0.721], [-0.926, -0.783, -2.014], [-3.398, -1.944, -1.173], [-2.716, -2.753, -2.559], [-2.838, -0.528, -3.725], [-3.227, 0.348, -2.180], [-5.562, 0.959, -3.393], [-6.297, -0.444, -4.032], [-4.790, 0.245, -4.760], [3.074, 0.932, -3.432], [3.440, 0.205, -3.937], [3.710, 1.082, -2.732], [-2.206, -0.067, 0.896], [-3.160, -0.114, 0.837], [-1.894, -0.644, 0.200], [3.785, 1.437, 2.667], [4.690, 1.729, 2.558], [3.552, 1.055, 1.821], [2.868, -2.127, 1.320], [2.728, -1.241, 0.988], [2.129, -2.284, 1.908], [4.799, 1.143, -1.274], [5.489, 0.627, -0.858], [4.012, 0.944, -0.768], [-0.378, 3.988, 1.774], [-1.153, 4.542, 1.862], [0.328, 4.596, 1.555], [1.358, 2.063, 3.280], [2.229, 1.814, 2.971], [1.515, 2.491, 4.122], [2.318, 4.236, 0.015], [2.369, 4.908, 0.695], [2.035, 3.447, 0.478], [2.588, 3.453, -2.494], [3.480, 3.712, -2.725], [2.430, 3.867, -1.646]], "multiplicity": 2, "total_charge": 2, "e_homo_ev": [-13.47, -13.47], "total_energy_ev": -97586.52056}

---

{"formula": "C7H33NO9", "method": "the ωB97M-V functional and the def2-TZVPD basis", "species": ["C", "C", "C", "C", "C", "N", "C", "C", "H", "H", "H", "H", "H", "H", "H", "H", "H", "H", "H", "H", "H", "H", "H", "H", "H", "O", "H", "H", "O", "H", "H", "O", "H", "H", "O", "H", "H", "O", "H", "H", "O", "H", "H", "O", "H", "H", "O", "H", "H", "O"], "coordinates": [[-1.149, -0.118, -1.320], [-1.643, 1.135, -0.581], [-0.896, 2.453, -0.712], [0.315, 2.841, -0.331], [0.252, -0.615, -0.821], [0.208, -2.074, -0.590], [0.892, -2.747, -1.678], [0.543, -2.663, 0.716], [-1.186, 0.049, -2.397], [-1.714, -1.046, -1.283], [-1.862, 0.799, 0.432], [-2.577, 1.379, -1.100], [-1.527, 3.308, -0.949], [0.561, 3.893, -0.286], [1.046, 2.102, -0.057], [1.081, -0.291, -1.459], [0.463, -0.100, 0.129], [0.733, -2.259, -2.644], [1.971, -2.926, -1.604], [0.393, -3.713, -1.838], [-0.210, -3.441, 0.859], [1.553, -3.067, 0.636], [0.416, -1.939, 1.499], [0.384, -0.655, 3.672], [0.141, -0.215, 2.339], [0.799, -0.060, 3.036], [1.426, 2.861, 2.880], [1.509, 1.459, 2.249], [1.477, 2.399, 2.038], [-1.245, -0.832, -4.473], [-2.673, -1.053, -3.822], [-1.840, -1.460, -4.063], [-2.637, -2.217, -0.149], [-4.146, -2.468, -0.356], [-3.515, -2.003, 0.196], [-0.768, 2.737, 1.753], [-1.207, 2.948, 3.112], [-1.413, 3.292, 2.231], [4.176, 1.778, -0.638], [3.306, 2.670, 0.200], [3.954, 1.963, 0.277], [1.480, 0.480, -3.978], [0.443, 1.657, -4.357], [0.923, 0.885, -4.637], [2.568, -1.578, 3.568], [3.011, -1.497, 2.183], [2.530, -2.095, 2.768], [-2.313, -0.240, 2.753], [-2.381, -1.311, 1.654], [-1.797, -0.927, 2.319]], "e_above_lowest_kcal_mol": 92.4, "total_charge": 0, "e_homo_ev": -8.29, "total_energy_ev": -27709.64548, "smiles": "C=CCCCN(C)C.O.O.O.O.O.O.O.O.O"}

---

{"formula": "C7H34NO9", "method": "the ωB97M-V functional and the def2-TZVPD basis", "species": ["C", "C", "C", "C", "C", "C", "C", "N", "H", "H", "H", "H", "H", "H", "H", "H", "H", "H", "H", "H", "H", "H", "H", "H", "H", "H", "O", "H", "H", "O", "H", "H", "O", "H", "H", "O", "H", "H", "O", "H", "H", "O", "H", "H", "O", "H", "H", "O", "H", "H", "O"], "coordinates": [[2.625, 0.775, -0.627], [3.268, -0.098, 0.445], [3.209, -1.591, 0.351], [2.443, -2.389, 1.447], [0.996, -2.194, 1.443], [0.142, -2.277, 0.431], [-1.350, -2.080, 0.627], [1.039, 0.964, -0.249], [2.884, 1.800, -0.597], [2.685, 0.317, -1.632], [4.346, 0.289, 0.425], [2.961, 0.238, 1.484], [4.382, -1.864, 0.378], [2.891, -1.894, -0.657], [2.872, -2.151, 2.478], [2.703, -3.458, 1.223], [0.594, -2.034, 2.484], [0.363, -2.677, -0.564], [-1.733, -1.497, -0.201], [-1.803, -3.041, 0.726], [-1.570, -1.441, 1.490], [0.965, 1.527, 0.592], [0.554, 1.248, -1.135], [0.648, 0.027, -0.131], [-0.354, 3.241, 1.700], [0.432, 2.362, 2.687], [0.179, 2.440, 1.747], [-1.359, 0.992, -2.249], [-1.585, 2.425, -2.428], [-1.297, 1.812, -1.741], [-2.238, 2.224, -0.105], [-3.789, 1.995, 0.112], [-2.917, 1.901, 0.500], [-4.571, -0.220, -1.596], [-3.494, -0.742, -2.537], [-4.063, 0.011, -2.375], [-2.544, 1.330, 2.211], [-2.298, 2.824, 2.896], [-2.248, 1.877, 2.966], [0.278, -0.910, -3.409], [0.173, -1.080, -1.991], [0.620, -0.453, -2.592], [-0.327, -0.426, 3.870], [-1.074, 0.831, 3.959], [-0.144, 0.507, 4.012], [-2.246, -2.666, -3.206], [-1.879, -3.112, -1.827], [-1.893, -2.320, -2.377], [0.716, 3.546, -3.148], [1.068, 2.174, -2.916], [0.739, 2.938, -2.394]], "e_above_lowest_kcal_mol": 78.6, "total_charge": 1, "e_homo_ev": -12.54, "total_energy_ev": -27721.19731}

---

{"formula": "C7H34O11", "method": "the ωB97M-V functional and the def2-TZVPD basis", "species": ["C", "C", "C", "C", "C", "C", "C", "H", "H", "H", "H", "H", "H", "H", "H", "H", "H", "H", "H", "H", "H", "O", "H", "H", "O", "H", "H", "O", "H", "H", "O", "H", "H", "O", "H", "H", "O", "H", "H", "O", "H", "H", "O", "H", "H", "O", "H", "H", "O", "H", "H", "O"], "coordinates": [[-0.309, -0.098, -2.024], [-0.908, 0.121, -0.665], [-1.922, 0.948, -0.423], [-0.290, -0.629, 0.469], [1.065, -0.136, 0.934], [1.633, -0.545, 2.084], [2.816, 0.141, 2.699], [0.173, 0.810, -2.373], [0.544, -0.760, -1.887], [-0.968, -0.470, -2.799], [-2.399, 1.468, -1.249], [-2.110, 1.411, 0.538], [-0.275, -1.681, 0.140], [-0.886, -0.652, 1.377], [1.679, 0.636, 0.418], [1.418, -1.449, 2.621], [2.696, -0.043, 3.778], [3.008, 1.193, 2.579], [3.763, -0.414, 2.621], [-3.158, -0.838, 0.419], [-3.182, -2.078, -0.543], [-3.576, -1.701, 0.265], [-0.926, 4.976, -0.577], [-2.089, 4.357, -1.416], [-1.242, 4.779, -1.459], [1.661, 2.527, 0.724], [0.724, 2.318, 1.982], [1.244, 2.975, 1.490], [1.383, -3.780, 2.730], [0.639, -2.811, 2.006], [1.213, -3.576, 1.799], [0.136, 2.869, -3.289], [0.027, 3.971, -2.196], [0.627, 3.269, -2.579], [-0.327, 3.912, 0.923], [-1.293, 4.524, 1.908], [-1.267, 4.142, 1.011], [2.021, -2.288, -0.619], [1.937, -3.669, -0.002], [1.591, -3.111, -0.708], [1.445, 2.376, -1.403], [2.823, 2.779, -0.805], [2.188, 2.060, -0.822], [-1.395, -3.428, 1.812], [-2.150, -2.205, 2.305], [-1.559, -2.904, 2.600], [-3.129, -3.276, -2.208], [-1.600, -3.054, -2.097], [-2.424, -3.106, -1.575], [0.102, -3.719, -3.473], [0.672, -3.205, -2.133], [0.153, -2.936, -2.907]], "e_above_lowest_kcal_mol": 36.3, "total_charge": 0, "e_homo_ev": -9.06, "total_energy_ev": -30332.28148, "smiles": "C=C(C)C/C=C/C.O.O.O.O.O.O.O.O.O.O.O"}